This record from the Open Molecules 2025 dataset describes a 9-piece molecular cluster, C5H28NO9S overall in a non-equilibrium geometry. The level of theory is ωB97M-V/def2-TZVPD.

```
44
Properties=species:S:1:pos:R:3
C -0.72055 2.18539 0.26729
C -1.02256 0.71167 -0.32247
C -2.19350 0.06700 0.58641
C -3.48296 -0.58747 -0.07054
S -3.25327 -1.83730 -1.37890
N 0.03418 -0.34520 -0.37284
C 0.66760 -0.55854 -1.76639
O 1.50736 0.53378 -2.06515
H -1.63616 2.76174 0.13542
H -0.50325 2.19849 1.36698
H 0.30037 2.36464 -0.27079
H -1.37054 0.92218 -1.42602
H -1.74394 -0.51378 1.44870
H -2.69125 0.94038 1.05728
H -4.08651 0.23756 -0.51422
H -4.04703 -1.04579 0.67736
H -2.94000 -2.98237 -0.68827
H 0.74176 -0.35167 0.21772
H 1.25099 -1.48216 -1.80545
H -0.19089 -0.53916 -2.45302
H 4.56591 0.34331 -0.98897
H 2.50538 0.29984 -1.75007
O 3.68323 0.08864 -0.93172
H 2.21471 0.54341 1.97983
H 3.19321 0.11462 -0.02460
O 2.37084 0.15368 1.15950
H 2.17315 2.23216 -2.27272
H 2.26198 2.87757 -0.91896
O 2.19230 3.10958 -1.76568
H 0.32221 -1.12481 3.33150
H -0.81367 -0.69323 2.52397
O -0.37819 -0.49164 3.31208
H -0.49658 1.12989 -3.06179
H -0.81802 2.14216 -2.03099
O -0.97427 2.00308 -3.00160
H 0.46856 -3.22001 1.15075
H 0.27865 -3.20878 -0.23614
O 0.16305 -3.77532 0.40900
H 3.27582 -2.36017 2.34542
H 2.41278 -1.29038 1.64443
O 2.32309 -2.07437 2.20859
H 0.80813 2.20679 3.59100
H -0.40024 1.68509 4.17445
O 0.02379 2.54224 3.83793
```

Properties
largest force on an atom = 7.53 eV/A
HOMO level = -5.388 eV
orbital gap = 8.22 eV
total charge = -1
energy above the lowest of the compared OMol25 structures with the same formula, charge and spin = 380.7 kJ/mol
LUMO = 2.83 eV